No. 1
The ion C12H17N2 with charge +1 in a non-equilibrium geometry, computed with the ωB97M-V functional and the def2-TZVPD basis.

Last column: natural (NBO) charge in e.
Element x y z (Å)
C -2.68 2.93 -0.20  -0.120
C -1.92 3.15 0.94  -0.217
C -2.41 1.83 -1.02  -0.231
C -0.87 2.31 1.24  -0.106
C -1.37 0.99 -0.73  -0.081
C -0.55 1.23 0.39  -0.224
C -0.07 -2.15 0.33  0.512
C 0.59 0.44 0.72  0.233
C 1.43 -0.35 -0.25  0.021
C -0.59 -3.53 0.11  -0.675
C 1.71 0.44 -1.53  -0.605
C 2.76 -0.74 0.41  -0.614
N 0.71 -1.59 -0.60  -0.579
N -0.32 -1.43 1.37  -0.648
H -3.50 3.59 -0.44  0.236
H -2.14 3.99 1.58  0.238
H -3.03 1.65 -1.88  0.235
H -0.27 2.49 2.12  0.222
H -1.19 0.12 -1.34  0.211
H 1.09 0.69 1.65  0.227
H 0.01 -4.23 0.70  0.261
H -0.54 -3.82 -0.93  0.238
H -1.62 -3.61 0.46  0.252
H 2.34 -0.15 -2.20  0.230
H 2.24 1.36 -1.29  0.236
H 0.80 0.70 -2.06  0.229
H 3.32 0.15 0.68  0.227
H 3.37 -1.33 -0.27  0.229
H 2.58 -1.32 1.31  0.227
H 1.06 -2.13 -1.38  0.422
H -0.95 -1.66 2.11  0.413

Values from the calculation:
Kohn-Sham gap: 8.41 eV
energy above the lowest of the compared OMol25 structures with the same formula, charge and spin: 12.28 kJ/mol
net charge: +1
calculated total energy: -576.72414 hartree


No. 2
A structure of composition C12H17N3O4PPdSTe in a non-equilibrium geometry, computed with the ωB97M-V functional and the def2-TZVPD basis.

Last column: natural (NBO) charge in e.
Element x y z (Å)
Pd 0.67 0.17 0.90  0.867
N 3.35 -2.30 3.52  -0.820
C 2.73 -1.39 2.68  0.267
S 0.99 -1.51 2.56  -0.363
N 3.52 -0.54 2.10  -0.439
N 2.81 0.42 1.36  -0.321
C 3.55 1.17 0.63  0.121
C 3.07 2.31 -0.14  -0.233
C 4.00 2.95 -0.96  -0.149
C 3.68 4.07 -1.70  -0.312
C 2.38 4.57 -1.62  -0.189
C 1.44 3.96 -0.81  -0.296
C 1.74 2.81 -0.04  0.404
O 0.83 2.30 0.72  -0.737
H 2.85 -3.16 3.64  0.382
H 4.34 -2.40 3.33  0.378
H 4.62 0.97 0.62  0.173
H 5.01 2.55 -1.00  0.193
H 4.42 4.55 -2.34  0.197
H 2.09 5.44 -2.19  0.195
H 0.42 4.34 -0.75  0.213
C -2.85 -4.19 -0.26  -0.630
C -2.01 -3.33 0.66  -0.067
O -1.21 -2.41 -0.11  -0.829
P -1.64 -0.88 -0.17  1.997
O -1.77 -0.20 1.16  -1.120
Te -0.16 0.23 -1.67  -0.350
O -3.11 -1.05 -0.83  -0.849
C -3.95 0.11 -0.90  -0.068
C -5.04 -0.17 -1.91  -0.620
H -3.32 -4.99 0.33  0.199
H -2.21 -4.65 -1.01  0.211
H -3.62 -3.61 -0.76  0.220
H -1.31 -3.92 1.24  0.191
H -2.63 -2.77 1.37  0.189
H -3.35 0.97 -1.20  0.194
H -4.36 0.31 0.09  0.182
H -4.62 -0.30 -2.91  0.211
H -5.76 0.65 -1.94  0.204
H -5.58 -1.08 -1.66  0.204

Values from the calculation:
Kohn-Sham gap (alpha / beta): 6.72 / 6.31 eV
multiplicity: 3
net charge: -1
calculated total energy: -2068.29577 hartree


No. 3
The molecule C12H17NO7, computed with the ωB97M-V functional and the def2-TZVPD basis.

Last column: natural (NBO) charge in e.
Element x y z (Å)
C -2.99 -2.53 0.26  -0.660
C -2.97 -1.05 0.05  0.188
C -1.85 -0.38 -0.33  0.177
C -1.87 1.06 -0.56  0.446
O -0.90 1.72 -0.96  -0.692
C -3.15 1.68 -0.30  -0.334
C -4.23 0.95 0.07  0.038
N -4.15 -0.39 0.22  -0.504
H -4.96 -0.92 0.48  0.414
H -5.20 1.40 0.24  0.215
H -3.22 2.74 -0.43  0.236
O -0.73 -1.15 -0.52  -0.503
C 0.53 -0.57 -0.35  0.345
O 0.52 0.13 0.88  -0.568
C 1.74 0.76 1.23  0.046
C 1.52 2.28 1.32  -0.080
O 1.31 2.90 0.07  -0.756
H 0.47 2.55 -0.32  0.520
H 0.67 2.46 1.99  0.176
H 2.42 2.75 1.74  0.182
C 2.91 0.39 0.30  0.044
O 2.85 1.00 -0.97  -0.770
H 2.46 1.89 -0.86  0.512
C 2.97 -1.13 0.06  0.062
O 3.86 -1.41 -0.98  -0.709
H 3.75 -0.71 -1.64  0.486
C 1.55 -1.72 -0.22  0.042
O 1.14 -2.57 0.81  -0.711
H 0.73 -2.02 1.50  0.470
H 1.58 -2.31 -1.14  0.200
H 3.35 -1.64 0.95  0.193
H 3.84 0.70 0.80  0.181
H 2.00 0.40 2.24  0.191
H 0.78 0.10 -1.19  0.207
H -3.57 -2.79 1.15  0.217
H -3.44 -3.03 -0.60  0.231
H -1.98 -2.90 0.36  0.268

Values from the calculation:
Kohn-Sham gap: 8.93 eV
energy above the lowest of the compared OMol25 structures with the same formula, charge and spin: 0.00 kJ/mol
calculated total energy: -1048.89253 hartree
structure (SMILES): Cc1[nH]ccc(=O)c1O[C@H]1O[C@H](CO)[C@H](O)[C@H](O)[C@H]1O


No. 4
The molecule C12H17NS in a non-equilibrium geometry, computed with the ωB97M-V functional and the def2-TZVPD basis.

Last column: natural (NBO) charge in e.
Element x y z (Å)
C -3.22 -1.11 -0.56  -0.230
C -2.61 -2.15 0.17  -0.196
C -2.59 0.13 -0.53  -0.163
C -1.34 -1.99 0.78  -0.240
C -1.44 0.39 0.10  -0.127
C -0.88 -0.66 0.81  -0.103
C -1.05 1.76 0.49  0.021
C -1.29 2.22 1.68  -0.376
C -0.54 2.64 -0.61  -0.645
C 1.58 -1.13 -1.39  -0.623
C 3.48 -1.11 0.24  -0.631
C 2.36 -0.26 -0.39  -0.051
N 1.54 0.45 0.51  -0.785
S 0.73 -0.47 1.69  0.386
H -4.26 -1.28 -1.01  0.226
H -3.15 -3.10 0.21  0.210
H -3.01 0.94 -1.22  0.208
H -0.90 -2.78 1.31  0.225
H -1.90 1.67 2.49  0.200
H -1.20 3.22 1.88  0.190
H 2.02 1.26 1.05  0.392
H -0.29 3.67 -0.39  0.214
H -1.26 2.81 -1.38  0.212
H 0.33 2.34 -1.14  0.222
H 1.03 -0.68 -2.13  0.220
H 2.39 -1.41 -2.12  0.207
H 1.20 -2.01 -0.93  0.215
H 3.96 -0.53 1.08  0.201
H 4.32 -1.24 -0.36  0.212
H 3.05 -2.06 0.69  0.214
H 2.95 0.47 -1.02  0.192

Values from the calculation:
Kohn-Sham gap: 8.85 eV
energy above the lowest of the compared OMol25 structures with the same formula, charge and spin: 315.99 kJ/mol
calculated total energy: -920.29711 hartree
structure (SMILES): C=C(C)c1ccccc1SNC(C)C


No. 5
The molecule C12H17P in a non-equilibrium geometry, computed with the ωB97M-V functional and the def2-TZVPD basis.

Last column: natural (NBO) charge in e.
Element x y z (Å)
C -4.78 0.00 -0.30  -0.202
C -4.21 1.22 0.06  -0.242
C -4.00 -1.12 -0.54  -0.206
C -2.88 1.24 0.28  -0.115
C -2.62 -1.05 -0.21  -0.192
C -2.12 0.13 0.26  -0.390
C 1.02 1.32 0.40  -0.603
C 0.29 -0.95 -0.36  -0.768
C 1.99 0.75 -0.39  0.150
C 1.76 -0.73 -0.58  -0.300
C 3.19 1.45 -0.76  -0.659
C 2.46 -1.42 0.63  -0.576
P -0.43 0.32 0.92  1.055
H -5.81 -0.08 -0.49  0.209
H -4.87 2.06 0.16  0.218
H -4.54 -2.14 -0.84  0.220
H -2.33 2.27 0.56  0.212
H -2.04 -1.97 -0.21  0.224
H -0.91 1.25 2.12  -0.162
H -0.31 -1.03 -1.27  0.225
H -0.02 -1.98 0.06  0.203
H 1.15 2.37 0.94  0.228
H 2.15 -1.15 -1.53  0.209
H 3.52 1.15 -1.68  0.220
H 3.92 1.20 -0.05  0.232
H 3.04 2.52 -0.80  0.227
H 2.20 -2.41 0.73  0.209
H 2.00 -0.74 1.48  0.213
H 3.58 -1.28 0.56  0.198
H -0.20 -0.70 2.08  -0.035

Values from the calculation:
Kohn-Sham gap: 8.61 eV
energy above the lowest of the compared OMol25 structures with the same formula, charge and spin: 414.86 kJ/mol
calculated total energy: -808.63700 hartree
structure (SMILES): CC1=C[PH2](c2ccccc2)C[C@@H]1C


No. 6
A structure of composition C12H18AlBCl3CsN2O8P in a non-equilibrium geometry, computed with the ωB97M-V functional and the def2-TZVPD basis.

Last column: Löwdin charge in e.
Element x y z (Å)
N 0.87 -4.89 -0.03  -0.442
P 2.45 -4.47 0.09  0.646
C 2.70 -2.57 -0.01  -0.599
C 3.55 -1.75 1.18  -0.019
C 3.67 -0.10 0.99  0.021
C 3.00 0.69 -0.32  -0.043
C 3.17 2.34 -0.37  -0.040
B 1.95 2.92 0.62  -0.414
O 0.55 2.78 0.13  -0.012
O 2.18 3.51 1.96  0.054
C 2.18 -0.09 -1.51  -0.017
C 2.07 -1.71 -1.26  -0.504
C 1.18 -2.14 -2.56  -0.401
O 0.71 -3.35 -2.92  -0.157
N 0.85 -0.88 -3.41  0.118
C 1.46 0.44 -2.89  -0.202
O 1.40 1.63 -3.49  -0.037
H 0.61 -5.39 0.87  0.009
H 2.95 -4.96 1.38  0.056
H 3.19 -5.13 -0.98  -0.272
H 4.02 -2.31 2.12  0.119
H 4.23 0.59 1.79  0.126
H 3.01 2.65 -1.49  0.124
H 4.21 2.68 0.06  0.131
H 0.36 1.79 0.28  0.110
H 1.91 2.80 2.63  0.135
H 0.86 -1.02 -4.44  0.159
Cs 0.27 -2.13 0.14  1.452
C -0.99 3.86 -2.82  -1.521
Cl -1.31 5.54 -3.29  0.574
Cl -2.02 3.39 -1.47  0.533
Cl -1.22 2.78 -4.20  0.552
H 0.06 3.79 -2.49  0.000
O -2.02 7.82 -6.11  -0.159
H -1.81 7.27 -5.38  -0.146
O -4.46 -0.10 1.36  -0.054
H -3.71 0.30 0.89  0.046
H -5.09 0.63 1.45  0.067
Al 3.05 -5.52 -2.86  1.056
O -4.26 -3.07 4.57  -0.011
C -4.77 -1.97 5.12  -0.271
C -5.24 -0.96 3.97  -0.290
O -5.74 0.15 4.52  0.016
H -4.10 -1.38 5.78  0.132
H -5.65 -2.10 5.78  0.138
H -5.92 -1.55 3.32  0.138
H -4.37 -0.84 3.31  0.103

Values from the calculation:
Kohn-Sham gap: 1.28 eV
net charge: +1
calculated total energy: -3187.72028 hartree